# C30H55FN2O5

A cluster of 5 separate species, C30H55FN2O5 in total in a non-equilibrium geometry (the ωB97M-V functional and the def2-TZVPD basis, the OMol25 dataset).

- total charge = 0
- total energy (eV) = -47927.8167
- SMILES = C[C@H](F)C[C@H](C#N)[C@@H](C#N)COc1ccccc1.CCOCC.CCOCC.CCOCC.CCOCC
- energy above the lowest of the compared OMol25 structures with the same formula, charge and spin (kcal/mol) = 144.8
- F_max (Eh/bohr) = 0.130

XYZ file:
```
93
Properties=species:S:1:pos:R:3:forces:R:3
C 1.5216 -0.2131 2.8091 -0.9 0.5 0.3
C 0.6202 -0.8802 1.6600 0.2 0.1 1.1
F -0.7564 -0.9098 2.1843 2.0 0.0 -0.9
C 0.9857 -2.4024 1.3055 -0.6 0.2 0.6
C 2.3986 -2.6130 0.5675 0.3 -0.5 0.5
C 3.6035 -2.7163 1.6302 3.5 -0.9 0.9
N 4.6272 -2.8703 2.2635 -5.8 0.9 -3.3
C 2.7072 -1.4836 -0.5881 0.8 -0.7 1.9
C 3.7062 -0.4265 0.1289 1.3 3.2 -1.2
N 4.4129 0.5022 0.4314 -3.5 -4.8 -1.2
C 3.3893 -2.2799 -1.8046 1.0 -0.3 0.5
O 3.8803 -1.4502 -2.8911 -2.0 1.3 0.6
C 3.0523 -0.3048 -3.1247 -1.5 4.3 -0.5
C 3.7325 1.1042 -2.8520 -2.9 0.0 -0.9
C 2.9540 2.4427 -3.0153 -1.3 -4.0 -0.5
C 1.4561 2.3894 -3.4620 2.0 -2.8 0.3
C 0.7694 1.0279 -3.7762 3.6 0.3 1.3
C 1.5694 -0.3148 -3.6011 1.8 2.5 0.7
H 1.1781 -0.5737 3.8546 0.6 0.2 -1.8
H 1.2817 0.9232 2.7921 0.7 -1.9 0.0
H 2.6484 -0.3884 2.6911 -1.7 0.3 0.0
H 0.5980 -0.1632 0.7685 -0.1 -1.3 1.1
H 0.9488 -2.9968 2.3028 0.2 1.0 -1.7
H 0.1255 -2.8194 0.6645 1.4 0.7 0.7
H 2.3606 -3.6313 0.0095 0.2 1.6 1.2
H 1.6933 -1.0281 -0.8568 1.8 -0.2 0.3
H 2.7186 -3.0909 -2.2617 0.5 1.3 1.0
H 4.3213 -2.8217 -1.3688 -1.5 1.0 -0.8
H 4.8413 1.1453 -2.5206 -2.2 -0.2 -0.6
H 3.5283 3.4085 -2.7634 -1.3 -1.7 -0.6
H 0.9010 3.3841 -3.5547 0.8 -1.8 0.0
H -0.3278 1.0033 -4.1193 2.0 0.0 0.6
H 1.0867 -1.3282 -3.8183 0.6 1.7 0.3
C -2.2042 -2.6659 6.2807 0.1 0.0 0.2
C -0.9954 -2.5636 5.3659 -0.1 0.0 0.1
O 0.2467 -2.6680 6.0514 0.2 0.1 0.0
C 0.4761 -3.8779 6.7618 0.0 0.0 -0.1
C 0.4527 -5.1133 5.8781 -0.1 0.0 -0.2
H -2.1646 -1.8930 7.0554 -0.1 -0.1 -0.1
H -3.1274 -2.5437 5.7082 0.1 0.0 0.0
H -2.2514 -3.6315 6.7878 -0.1 0.0 -0.1
H -1.0032 -1.5835 4.8823 0.2 -0.1 0.1
H -1.0467 -3.3040 4.5609 0.0 -0.1 0.0
H -0.2358 -3.9707 7.5888 -0.1 -0.1 0.0
H 1.4668 -3.7891 7.2176 -0.1 0.2 -0.1
H -0.5191 -5.2567 5.4008 0.0 0.0 0.1
H 0.6713 -6.0067 6.4681 0.0 0.1 0.0
H 1.1983 -5.0279 5.0823 0.0 0.0 0.1
C 0.4343 -1.9918 -8.1065 0.2 0.0 0.0
C -0.7249 -1.0749 -7.7535 0.1 0.0 0.0
O -0.3364 0.0684 -7.0033 -0.1 0.0 0.2
C 0.5967 0.9453 -7.6247 0.0 0.0 0.0
C 0.0963 1.5312 -8.9335 -0.1 -0.1 -0.1
H 0.9487 -2.3250 -7.1987 -0.1 0.0 -0.1
H 0.0745 -2.8695 -8.6499 0.0 0.1 0.1
H 1.1739 -1.4911 -8.7337 -0.1 0.0 -0.1
H -1.4341 -1.6286 -7.1326 0.0 0.2 0.1
H -1.2735 -0.7706 -8.6506 0.1 0.0 -0.1
H 1.5581 0.4388 -7.7602 0.0 0.0 -0.1
H 0.7766 1.7620 -6.9189 -0.1 -0.2 0.1
H -0.0941 0.7592 -9.6822 0.1 0.0 0.0
H 0.8345 2.2233 -9.3461 0.0 0.0 0.0
H -0.8415 2.0717 -8.7760 0.1 0.0 0.0
C 1.4322 6.3715 -8.1646 0.1 0.1 0.1
C 0.7265 5.1441 -7.6130 0.0 0.1 0.0
O 0.5684 5.1668 -6.1999 0.1 -0.2 0.1
C -0.1885 6.2465 -5.6668 0.0 0.0 -0.1
C -1.6152 6.3007 -6.1856 -0.1 -0.1 -0.1
H 2.4184 6.4856 -7.7024 -0.1 -0.1 -0.1
H 1.5582 6.2846 -9.2470 0.0 0.0 0.1
H 0.8725 7.2873 -7.9662 0.0 0.0 -0.1
H 1.3266 4.2605 -7.8457 -0.1 0.0 0.3
H -0.2427 4.9945 -8.0996 0.0 0.1 0.0
H 0.3313 7.1943 -5.8417 -0.1 0.0 -0.1
H -0.2127 6.1048 -4.5821 0.1 -0.1 -0.1
H -1.6521 6.4489 -7.2668 0.0 0.1 0.1
H -2.1591 7.1238 -5.7158 0.0 -0.1 0.0
H -2.1374 5.3652 -5.9659 0.0 0.1 0.0
C -3.7080 0.7707 10.2261 0.2 0.0 0.1
C -4.5465 -0.1400 9.3449 0.1 0.0 0.1
O -4.0665 -1.4772 9.2907 0.1 -0.1 -0.2
C -4.0106 -2.1791 10.5261 -0.1 0.0 0.0
C -5.3612 -2.3136 11.2085 -0.1 0.1 0.0
H -2.6682 0.7841 9.8824 -0.2 0.0 0.0
H -4.1001 1.7909 10.2023 0.0 -0.1 0.0
H -3.7023 0.4397 11.2661 -0.1 0.1 0.0
H -4.5212 0.2416 8.3209 0.0 -0.2 0.0
H -5.5970 -0.1271 9.6522 0.0 0.0 0.1
H -3.2767 -1.7131 11.1920 -0.1 0.0 0.1
H -3.6288 -3.1791 10.2997 0.0 0.2 -0.2
H -5.7884 -1.3421 11.4655 0.1 0.0 0.1
H -5.2649 -2.8919 12.1307 0.0 0.0 -0.1
H -6.0730 -2.8198 10.5503 0.1 0.0 0.1
```
Forces are in eV/Å.